ORCA calculation (wB97M-V/def2-TZVPD) on a 3-piece molecular cluster, C13H32N6O4P overall.

Positions of all 56 atoms, in Å:
C 4.916 -1.301 2.255
C 3.862 -0.288 1.796
N 2.510 -0.719 2.167
C 1.385 -0.128 1.431
P 1.429 -0.988 -0.216
O 1.145 -0.121 -1.391
C 0.126 -0.557 2.193
C -1.163 0.189 1.870
C -2.219 -0.219 2.896
C -1.682 -0.103 0.459
N -0.900 1.633 2.052
O -1.927 2.368 2.249
C 0.247 2.331 1.415
C 0.649 3.454 2.369
C -0.219 2.958 0.091
C 1.480 1.406 1.210
H 4.430 -2.129 2.769
H 5.471 -1.718 1.416
H 5.633 -0.854 2.941
H 3.895 -0.163 0.712
H 4.096 0.697 2.215
H 2.376 -0.562 3.161
H 2.672 -1.634 -0.257
H 0.554 -2.073 -0.046
H 0.325 -0.428 3.264
H -0.046 -1.625 2.043
H -3.226 -0.067 2.511
H -2.105 -1.277 3.139
H -2.116 0.368 3.807
H -1.935 -1.164 0.391
H -0.970 0.135 -0.330
H -2.591 0.473 0.286
H 1.483 4.012 1.939
H 0.972 3.045 3.328
H -0.186 4.132 2.532
H 0.649 3.210 -0.519
H -0.861 2.292 -0.480
H -0.784 3.868 0.285
H 1.826 1.580 0.191
H 2.275 1.763 1.863
C -0.066 -2.643 -3.766
O 0.322 -3.372 -2.863
N -0.907 -3.116 -4.754
N 0.234 -1.327 -3.844
H -1.199 -2.554 -5.534
H -1.154 -4.087 -4.724
H 0.803 -0.949 -3.098
H -0.143 -0.715 -4.546
C -3.376 -0.233 -3.839
O -2.700 0.146 -4.786
N -3.227 -1.479 -3.311
N -4.317 0.567 -3.251
H -3.746 -1.832 -2.530
H -2.508 -2.032 -3.745
H -4.434 1.489 -3.627
H -4.877 0.277 -2.473

Results
HOMO energy (spin up / spin down): -8.111 / -9.394 eV
Maximum force: 0.009 hartree/bohr
Multiplicity: 2
Expectation value of S²: 0.75